Record 1
# C9H14O

A 2-piece molecular cluster, C9H14O overall (the ωB97M-V functional and the def2-TZVPD basis, OMol25).

```
! wB97M-V def2-TZVPD RIJCOSX def2/J DEFGRID3
* xyz 0 1
H -3.23 -4.33 2.36
C 0.39 0.36 0.56
C -3.29 -3.99 1.34
H 2.67 2.82 0.26
H 2.30 2.07 -3.22
H -0.58 -0.63 -1.15
H 1.61 1.48 2.00
C 0.11 0.11 -0.79
C 1.92 1.78 -1.39
C 0.94 0.80 -1.64
H -4.71 -2.47 1.59
H -3.00 -1.86 1.49
H -3.92 -4.67 0.78
O 2.64 2.34 -2.36
C 1.34 1.27 0.96
H -0.33 -1.37 1.99
H -1.48 -0.24 1.15
C -3.74 -2.54 1.09
C -0.50 -0.37 1.58
C 2.07 1.95 -0.01
H -0.33 0.22 2.51
H -3.77 -2.38 -0.01
H 0.75 0.55 -2.71
H -2.21 -4.07 1.10
*
```

Values from the calculation:
Highest occupied orbital energy (hartree): -0.30882
Orbital gap (eV): 9.242
SMILES: Cc1ccc(O)cc1.CC

Here are the Mulliken charges for atoms 1 to 6, given in e: 0.314, 1.270, -0.966, 0.331, 0.284, 0.385

=====

Record 2
# C5H6O3Tl

C5H6O3Tl as an isolated structure (the ωB97M-V functional and the def2-TZVPD basis, OMol25).

```
! wB97M-V def2-TZVPD RIJCOSX def2/J DEFGRID3
* xyz 0 2
H -1.19 0.21 -0.97
C -0.46 2.52 0.20
O -1.59 2.56 -0.27
H -1.03 -0.07 0.80
C -0.48 0.14 -0.14
O 0.14 3.42 0.85
C -0.04 -3.37 0.08
C -0.18 -2.29 -0.66
H 1.11 -0.70 -1.29
O 0.23 1.36 -0.01
H 0.51 -3.66 0.97
H -0.84 -2.31 -1.53
H 1.22 -1.06 0.45
C 0.52 -0.97 -0.40
Tl 2.07 4.20 1.93
*
```

Values from the calculation:
Highest occupied orbital energy (spin up / spin down) (hartree): -0.32069 / -0.32658
Orbital gap (spin up / spin down) (eV): 7.767 / 7.928
Expectation value of S²: 0.76

Here are the Mulliken charges for atoms 1 to 6, given in e: 0.260, 0.686, -0.621, 0.303, -0.468, -0.700

=====

Record 3
# C2H6IP

C2H6IP as an isolated structure (the ωB97M-V functional and the def2-TZVPD basis, OMol25).

```
! wB97M-V def2-TZVPD RIJCOSX def2/J DEFGRID3
* xyz 0 1
H 0.16 1.28 1.59
I 1.64 2.28 -1.28
H -0.09 -1.76 -1.01
H -0.45 -0.28 -2.06
C -0.25 0.62 0.74
P 0.78 -0.69 -1.68
H -0.78 -0.27 0.93
C 0.96 0.35 -0.19
H -0.73 1.44 0.19
H 1.90 0.34 0.31
*
```

Values from the calculation:
Highest occupied orbital energy (hartree): -0.34606
Orbital gap (eV): 9.307

Here are the Mulliken charges for atoms 1 to 6, given in e: 0.272, -0.028, 0.020, 0.054, -0.870, -0.042

=====

Record 4
# C4H12N2S

One molecule with the formula C4H12N2S (the ωB97M-V functional and the def2-TZVPD basis, OMol25).

```
! wB97M-V def2-TZVPD RIJCOSX def2/J DEFGRID3
* xyz 0 1
H 0.79 2.56 1.50
H 2.18 1.64 -0.47
S -1.59 2.10 1.56
C 0.61 0.72 0.43
C -0.45 -0.33 0.01
N 1.54 0.89 -0.69
C -0.40 -2.66 -0.49
H -2.17 1.69 0.43
H -0.11 2.69 -0.10
H 0.16 -3.45 -0.98
H 2.12 0.06 -0.76
N 0.16 -1.37 -0.82
H 1.14 0.31 1.29
H -1.06 0.29 -0.64
H -0.13 -1.09 -1.74
H -1.44 -2.75 -0.82
H -0.45 -2.84 0.58
H -0.98 -0.57 0.92
C 0.10 2.11 0.79
*
```

Values from the calculation:
Highest occupied orbital energy (hartree): -0.32465
Orbital gap (eV): 9.761
SMILES: CNC[C@@H](N)CS

Here are the Mulliken charges for atoms 1 to 6, given in e: 0.431, 0.243, -0.210, 0.765, -1.066, -0.759

=====

Result set for E: -426.5268, -592.2283, -718.7855, -667.2643 hartree, one per record in the order listed.
Result set for max |F|: 4.1, 2.9, 5.1, 2.7 eV/Å, one per record in the order listed.
Result set for energy above the lowest of the compared OMol25 structures with the same formula, charge and spin: 28.8, 4.1, 10.3, 19.2 kcal per mole, one per record in the order listed.